1.
Here is C6H24N4O6 as an isolated structure from OMol25. Energies are from ωB97M-V with the def2-TZVPD basis set.

Summary:
Frontier orbital gap   0.345 Eh
HOMO energy   -9.44 eV
ΔE to the lowest compared entry with this formula, charge and spin   7.5019 eV
E_tot   -913.2087 Eh

Each line ends with the Löwdin charge.
Geometry (Å):
C -2.82 1.62 0.74  -0.03
O -2.40 0.34 1.27  -0.18
H -1.96 2.09 0.27  0.08
H -3.50 1.31 -0.05  0.11
H -3.32 2.28 1.45  0.11
H -3.16 -0.22 1.45  0.14
C 1.13 0.85 -3.71  -0.13
O 0.61 1.71 -2.65  -0.12
H 0.32 0.48 -4.33  0.08
H 1.80 1.31 -4.43  0.08
H 1.59 0.00 -3.22  0.04
H 0.95 1.34 -1.83  -0.13
C 0.97 -1.36 -1.61  -0.12
O -0.37 -1.78 -1.42  -0.09
H 0.89 -0.29 -1.76  0.02
H 1.65 -1.52 -0.77  0.11
H 1.39 -1.74 -2.55  0.10
H -0.95 -1.37 -2.06  0.11
C 3.87 0.02 -0.22  -0.15
O 3.00 -0.20 0.88  -0.13
H 4.52 -0.83 -0.42  0.08
H 3.27 0.34 -1.07  0.07
H 4.57 0.82 0.02  0.08
H 2.11 0.09 0.67  0.02
C 0.33 1.00 -0.08  -0.64
O 1.39 0.96 -0.72  -0.07
N -0.75 0.36 -0.34  0.21
N 0.01 2.03 0.68  0.18
H -1.42 0.27 0.41  -0.03
H -0.67 -0.43 -0.97  0.03
H -0.70 1.72 1.33  0.10
H 0.41 2.93 0.49  0.15
C -1.74 -2.25 3.20  -0.78
O -2.09 -3.39 3.43  0.04
N -1.27 -1.43 4.06  0.17
N -1.87 -1.65 2.03  0.15
H -1.01 -1.83 4.95  0.13
H -0.81 -0.60 3.73  0.12
H -1.72 -0.68 1.79  -0.01
H -2.25 -2.29 1.34  0.13

=====

2.
Here is a 11-piece molecular cluster, C22H66O11 overall from OMol25. Energies are from ωB97M-V with the def2-TZVPD basis set.

Summary:
Frontier orbital gap   0.346 Eh
HOMO energy   -9.24 eV
ΔE to the lowest compared entry with this formula, charge and spin   4.2104 eV
E_tot   -1705.2616 Eh
SMILES string   CC(C)O.CC(C)O.CC(C)O.CCO.CCO.CCO.CCO.CCO.CO.CO.CO

Each line ends with the Löwdin charge.
Geometry (Å):
C 5.80 29.77 -17.69  -0.06
C 6.85 30.78 -18.13  -0.47
C 6.82 31.05 -19.65  -0.05
O 6.45 32.01 -17.54  -0.08
H 4.81 30.21 -17.54  0.08
H 6.07 29.36 -16.72  0.07
H 5.69 28.94 -18.40  0.07
H 7.84 30.47 -17.78  0.11
H 6.73 30.10 -20.20  0.08
H 7.73 31.58 -19.91  0.04
H 5.93 31.57 -20.00  0.08
H 7.00 32.76 -17.84  0.04
C 11.75 31.84 -14.56  -0.06
C 11.41 31.97 -16.04  -0.45
C 10.53 30.81 -16.53  -0.04
O 10.60 33.14 -16.18  -0.07
H 10.88 31.96 -13.91  0.09
H 12.48 32.56 -14.17  0.08
H 12.24 30.89 -14.32  0.08
H 12.37 32.06 -16.57  0.13
H 11.01 29.83 -16.55  0.08
H 10.05 31.00 -17.49  0.05
H 9.66 30.73 -15.87  0.09
H 10.74 33.67 -15.39  0.08
C 12.76 33.41 -19.50  -0.05
C 11.87 32.41 -20.19  -0.46
C 10.38 32.65 -20.03  -0.04
O 12.31 32.32 -21.55  -0.08
H 13.14 34.23 -20.11  0.06
H 13.70 33.00 -19.11  0.08
H 12.27 33.82 -18.61  0.07
H 12.05 31.46 -19.67  0.11
H 10.15 32.58 -18.96  0.06
H 9.82 31.84 -20.49  0.07
H 10.04 33.63 -20.37  0.09
H 11.82 33.03 -22.02  0.03
C 14.05 35.78 -16.68  -0.09
C 14.37 37.26 -16.83  -0.31
O 15.74 37.35 -17.20  -0.08
H 14.27 35.22 -17.58  0.06
H 13.01 35.67 -16.37  0.07
H 14.66 35.34 -15.89  0.08
H 14.22 37.79 -15.89  0.11
H 13.67 37.59 -17.61  0.11
H 15.92 38.19 -17.63  0.07
C 11.40 29.82 -24.89  -0.08
C 10.42 30.56 -23.98  -0.34
O 10.60 30.18 -22.64  -0.07
H 12.43 29.92 -24.57  0.05
H 11.25 30.28 -25.87  0.07
H 11.05 28.79 -25.01  0.07
H 9.42 30.32 -24.38  0.10
H 10.44 31.63 -24.19  0.09
H 11.03 30.90 -22.15  0.04
C 15.05 30.86 -22.87  -0.07
C 16.49 30.93 -23.39  -0.31
O 16.98 29.65 -23.80  -0.09
H 14.69 31.77 -22.39  0.06
H 15.01 30.07 -22.11  0.07
H 14.41 30.53 -23.68  0.05
H 17.11 31.34 -22.60  0.11
H 16.58 31.52 -24.30  0.11
H 16.55 29.37 -24.61  0.08
C 13.55 29.10 -18.58  -0.09
C 13.95 27.94 -19.42  -0.31
O 15.19 27.39 -18.93  -0.09
H 13.24 28.69 -17.62  0.08
H 12.72 29.68 -19.00  0.05
H 14.32 29.85 -18.39  0.08
H 14.04 28.19 -20.49  0.10
H 13.28 27.08 -19.40  0.11
H 15.30 26.55 -19.38  0.07
C 15.92 36.05 -22.39  -0.07
C 15.52 36.40 -20.95  -0.30
O 15.36 37.80 -20.68  -0.08
H 16.69 36.75 -22.73  0.08
H 15.09 36.08 -23.09  0.05
H 16.31 35.03 -22.44  0.07
H 16.31 36.05 -20.28  0.11
H 14.62 35.88 -20.62  0.08
H 15.87 38.01 -19.90  0.05
C 12.30 34.69 -23.40  -0.11
O 11.02 34.10 -23.09  -0.14
H 12.34 35.26 -24.33  0.09
H 12.67 35.26 -22.56  0.08
H 12.95 33.85 -23.65  0.08
H 10.40 34.40 -23.76  0.09
C 6.95 32.68 -22.91  -0.16
O 5.63 32.12 -22.79  -0.12
H 7.69 32.14 -22.34  0.06
H 7.38 33.01 -23.86  0.07
H 6.76 33.65 -22.42  0.07
H 5.12 32.54 -23.49  0.07
C 7.94 35.43 -18.47  -0.11
O 8.19 34.17 -17.82  -0.15
H 7.36 35.21 -19.35  0.08
H 7.53 36.17 -17.78  0.08
H 8.91 35.84 -18.76  0.08
H 8.92 34.31 -17.21  0.06

=====

3.
Here is one molecule with the formula C4H10N2O from OMol25. Energies are from ωB97M-V with the def2-TZVPD basis set.

Summary:
Frontier orbital gap   0.358 Eh
HOMO energy   -8.86 eV
ΔE to the lowest compared entry with this formula, charge and spin   2.0204 eV
E_tot   -343.1272 Eh
SMILES string   C[C@H](N)CC(N)=O

Each line ends with the Löwdin charge.
Geometry (Å):
C 0.82 0.05 1.86  -0.06
C 0.92 -0.55 0.44  -0.47
N 2.31 -0.91 0.22  0.03
C 0.32 0.38 -0.62  -0.11
C -1.19 0.46 -0.85  -0.51
N -1.86 -0.75 -0.55  0.12
O -1.67 1.57 -0.95  0.07
H 1.13 -0.76 2.53  0.08
H -0.14 0.34 2.30  0.08
H 1.42 0.95 1.74  0.08
H 0.39 -1.51 0.34  0.12
H 2.35 -1.66 -0.44  0.07
H 3.06 -0.56 0.79  0.07
H 0.54 1.41 -0.25  0.12
H 0.81 0.40 -1.60  0.13
H -2.80 -0.78 -0.91  0.09
H -1.66 -0.76 0.45  0.09